# C48H128N4O18

14 unconnected molecules or ions with the total composition C48H128N4O18 at a distorted geometry (ωB97M-V with the def2-TZVPD basis set, the OMol25 dataset).

* energy above the lowest of the compared OMol25 structures with the same formula, charge and spin: 0.000 eV
* frontier orbital gap: 0.3284 Eh
* highest occupied orbital energy: -8.7 eV
* largest force on an atom: 0.029 Eh/bohr
* E_LUMO: 0.2687 eV
* net charge: 0
* total energy: -3478.78165 hartree

Atoms and positions in Å:
C -2.1645 -1.9612 4.5366
O -0.8375 -1.4897 4.6591
H -2.4582 -2.3099 5.5216
H -2.8447 -1.1662 4.2125
H -2.2174 -2.7691 3.7971
H -0.5442 -1.1967 3.7851
C 0.0323 4.4168 3.2516
O 1.0367 3.7955 4.0498
H 0.4147 5.3065 2.7402
H -0.3247 3.7316 2.4874
H -0.8004 4.7167 3.8898
H 1.1616 4.3696 4.8106
C -2.2421 1.8230 4.4276
O -3.5805 1.4086 4.2943
H -2.1488 2.6211 5.1757
H -1.6274 0.9982 4.7951
H -1.7934 2.1113 3.4680
H -4.0733 2.1439 3.9061
C 1.2107 -5.1458 -8.0550
O 0.8485 -5.8291 -6.8858
C 1.6585 -6.9709 -6.6699
C 1.2766 -7.5771 -5.3541
N 1.6745 -6.6883 -4.2636
C 0.9967 -7.0409 -3.0175
C 1.4774 -6.1356 -1.9092
O 1.1813 -4.8198 -2.2746
C 1.5206 -3.8825 -1.2607
H 2.1642 -4.6216 -7.9143
H 0.4338 -4.4188 -8.2728
H 1.3195 -5.8506 -8.8874
H 2.7216 -6.6907 -6.6167
H 1.5302 -7.6807 -7.4988
H 1.7525 -8.5561 -5.2487
H 0.1885 -7.7598 -5.3145
H 1.2992 -5.7633 -4.4647
H 1.2122 -8.0732 -2.7321
H -0.0939 -6.8944 -3.0878
H 2.5486 -6.2882 -1.7170
H 0.9559 -6.3951 -0.9719
H 0.8641 -3.9134 -0.3891
H 1.4322 -2.8965 -1.7230
H 2.5649 -4.0321 -0.9648
C 3.3232 3.6710 1.0565
O 4.2783 4.2907 1.8984
C 3.7389 5.2692 2.7510
C 4.8860 6.1251 3.2281
N 5.4224 6.9444 2.1394
C 6.5766 7.7156 2.5716
C 7.0651 8.5794 1.4470
O 7.5146 7.6993 0.4144
C 8.3645 8.3147 -0.5081
H 3.8867 3.0929 0.3279
H 2.7803 4.4526 0.5023
H 2.6091 3.0351 1.5860
H 3.2579 4.8674 3.6522
H 2.9836 5.8615 2.2170
H 5.6870 5.4624 3.5900
H 4.5300 6.7732 4.0335
H 5.7375 6.2985 1.4193
H 7.4344 7.1316 2.9354
H 6.2288 8.3886 3.3644
H 7.9215 9.1772 1.7892
H 6.2788 9.2281 1.0481
H 7.8002 8.9439 -1.2034
H 8.8543 7.5202 -1.0709
H 9.1466 8.8820 0.0083
C 2.4319 0.0321 -3.3525
O 3.4064 0.7695 -4.0531
C 3.4517 2.1266 -3.6709
C 4.1582 2.3206 -2.3493
N 5.4631 1.6891 -2.4166
C 6.0637 1.4100 -1.1176
C 5.5472 0.1667 -0.4160
O 4.2257 0.3427 0.0287
C 3.8249 -0.6072 0.9512
H 1.4530 0.5259 -3.4321
H 2.6851 -0.1095 -2.2955
H 2.3682 -0.9370 -3.8467
H 2.4534 2.5839 -3.7082
H 4.0429 2.6445 -4.4350
H 3.5271 1.8909 -1.5538
H 4.2453 3.3785 -2.0865
H 5.3680 0.8133 -2.9199
H 5.9871 2.2785 -0.4550
H 7.1415 1.2708 -1.2599
H 6.2340 -0.1379 0.3855
H 5.5401 -0.6506 -1.1618
H 3.7663 -1.6229 0.5291
H 2.8319 -0.3663 1.3128
H 4.4845 -0.6916 1.8276
C -1.2694 -1.5922 -3.4094
O -2.5980 -1.1023 -3.5530
C -3.5614 -1.9277 -2.8991
C -4.9419 -1.4633 -3.2201
N -5.3943 -0.3712 -2.3776
C -6.5160 0.3528 -3.0257
C -7.0068 1.4331 -2.0974
O -8.2005 1.9420 -2.6573
C -8.7890 2.8998 -1.8351
H -1.1471 -2.4833 -4.0327
H -1.0258 -1.7596 -2.3594
H -0.6296 -0.8182 -3.8341
H -3.3563 -1.9393 -1.8187
H -3.3814 -2.9552 -3.2460
H -5.6621 -2.2903 -3.1471
H -4.9842 -1.2526 -4.3065
H -4.6450 0.3161 -2.2719
H -7.3407 -0.3372 -3.2000
H -6.1341 0.8107 -3.9468
H -6.2923 2.2519 -1.9371
H -7.2451 0.9779 -1.1254
H -8.8192 2.5661 -0.7918
H -9.8062 3.0732 -2.1827
H -8.2515 3.8564 -1.9074
C -3.2355 4.2171 1.3341
C -4.6073 3.5954 1.3833
C -4.5958 2.2089 0.7906
O -4.9777 3.5550 2.7918
H -2.5590 3.6030 1.9310
H -3.2445 5.2399 1.7121
H -2.8760 4.2582 0.3041
H -5.3329 4.2508 0.8913
H -4.2489 2.1997 -0.2476
H -5.5998 1.7633 0.7558
H -4.0024 1.4820 1.3522
H -5.8749 3.2012 2.8178
C 0.5911 0.3241 -0.0034
C -0.6287 0.2874 0.8840
C -1.7281 -0.4951 0.1986
O -0.2206 -0.3693 2.1128
H 1.3941 0.9118 0.4486
H 0.3813 0.7652 -0.9826
H 0.9828 -0.6839 -0.1534
H -1.0253 1.2647 1.1816
H -2.6600 -0.5147 0.7708
H -1.4941 -1.5515 0.0354
H -1.8872 -0.0169 -0.7724
H 0.4669 0.1967 2.5266
C 4.0289 1.4321 3.7578
C 2.7111 0.7496 4.0918
C 2.3339 0.9750 5.5550
O 1.6544 1.2541 3.2351
H 4.0156 2.4483 4.1550
H 4.2026 1.5027 2.6834
H 4.8525 0.8297 4.1475
H 2.7243 -0.3309 3.9306
H 3.1597 0.6985 6.2164
H 1.4969 0.3458 5.8634
H 2.0880 2.0256 5.7135
H 1.5200 2.1858 3.4845
C 2.0316 -4.9097 2.4318
C 1.5043 -3.5771 2.8903
C 2.4032 -2.9495 3.9315
O 1.2914 -2.7435 1.7522
H 3.0313 -4.8097 2.0067
H 1.3578 -5.3712 1.7106
H 2.0608 -5.5956 3.2818
H 0.5357 -3.7452 3.3868
H 2.3733 -3.5415 4.8496
H 2.0169 -1.9814 4.2733
H 3.4209 -2.8003 3.5630
H 0.8110 -1.9369 2.0186
C -6.1339 -2.5013 1.9984
C -5.8907 -2.3518 0.5128
C -6.0801 -3.6477 -0.2337
O -6.7463 -1.3245 -0.0022
H -6.1215 -1.5293 2.4937
H -5.3124 -3.0708 2.4477
H -7.0604 -3.0263 2.2371
H -4.8644 -1.9613 0.3995
H -5.5172 -4.4550 0.2258
H -5.7871 -3.5467 -1.2805
H -7.1433 -3.8976 -0.1981
H -6.4139 -1.1533 -0.9067
C -0.8522 2.1515 -2.9978
C -2.2076 2.4362 -2.3677
C -2.7442 3.7967 -2.7649
O -3.1834 1.4484 -2.7114
H -0.1255 2.9022 -2.6737
H -0.8883 2.1861 -4.0909
H -0.4373 1.1891 -2.6853
H -2.0510 2.4068 -1.2758
H -3.7903 3.9015 -2.4617
H -2.7747 3.8581 -3.8586
H -2.1871 4.6458 -2.3726
H -2.7495 0.7111 -3.1797
C -1.9614 -5.4473 -0.2512
C -1.4691 -6.0301 1.0707
C -1.7283 -5.1160 2.2365
O -2.1598 -7.2590 1.3390
H -1.9434 -4.3603 -0.3008
H -2.9961 -5.7723 -0.4006
H -1.4157 -5.8330 -1.1198
H -0.4016 -6.2485 0.9645
H -1.3286 -4.1187 2.0442
H -1.2410 -5.5157 3.1316
H -2.7796 -5.0518 2.5106
H -1.8928 -7.9215 0.6947